[1]
# C2HBrN2O

C2HBrN2O in the gas phase (wB97M-V/def2-TZVPD, the Open Molecules 2025 dataset).

```
7
C2HBrN2O, DFT wB97M-V/def2-TZVPD
C 0.8663 -0.0120 0.8028
C -1.2109 0.0624 -0.2936
N -0.5269 0.1764 0.7065
N 1.4481 -0.3113 -0.3370
O 0.7988 -0.3364 -1.4038
Br -2.7689 0.3278 -1.1312
H 1.3934 0.0931 1.6562
```

Orbital gap (alpha / beta): 7.08 / 6.94 eV
Spin multiplicity: 3
Charge: 0
ΔE to the lowest compared entry with this formula, charge and spin: 0.000 eV

[2]
# C5H8N2O

C5H8N2O in the gas phase (wB97M-V/def2-TZVPD, the Open Molecules 2025 dataset).

```
16
C5H8N2O, DFT wB97M-V/def2-TZVPD
C -2.8879 -0.0712 0.0499
C -1.4325 0.4007 0.0137
C -0.4547 -0.6940 -0.2926
C 0.8859 -0.7476 -0.1595
C 1.8959 0.3975 -0.1207
H -2.8740 -1.1710 -0.1126
H -3.3385 0.1089 1.0062
H -3.4479 0.5702 -0.6426
H -0.9177 -1.7033 -0.1686
H 1.3487 -1.7272 -0.2584
H 3.2145 -1.0289 0.4293
H 3.7289 0.5372 0.7694
H 0.6945 1.9501 -0.5188
N 3.1565 -0.0488 0.1790
N 1.6665 1.6426 -0.3038
O -1.2384 1.5850 0.1301
```

SMILES string: [H]/N=C(N)\C=C/C(C)=O
Orbital gap: 8.81 eV
Spin multiplicity: 1
Charge: 0
ΔE to the lowest compared entry with this formula, charge and spin: 1.603 eV

[3]
# C19H28N6NiO4

A molecular structure, C19H28N6NiO4 (wB97M-V/def2-TZVPD, the Open Molecules 2025 dataset).

```
58
C19H28N6NiO4, DFT wB97M-V/def2-TZVPD
Ni 1.6630 0.0210 1.2832
C 5.1413 2.5760 2.3099
C 3.7281 2.2682 1.9546
O 3.5308 1.2713 1.1318
C 2.6951 3.0698 2.4129
C 1.2993 2.8531 2.2937
C 0.3703 3.9522 2.7605
N 0.7818 1.7284 1.8686
N -0.5953 1.7117 1.7941
C -1.0972 0.4963 1.8191
O -0.4543 -0.5850 2.0117
C -2.5536 0.4228 1.5215
C -3.3748 1.5563 1.5000
C -4.7075 1.4607 1.1405
C -5.2577 0.2308 0.7866
C -4.4553 -0.9029 0.8202
C -3.1239 -0.8096 1.1946
H 5.5803 1.7619 2.8941
H 5.1960 3.4982 2.8888
H 5.7340 2.6679 1.3910
H 2.9992 3.9373 2.9839
H 0.9307 4.8251 3.1007
H -0.2655 3.5915 3.5715
H -0.2938 4.2415 1.9440
H -2.9267 2.5049 1.7631
H -5.3321 2.3476 1.1278
H -6.2970 0.1633 0.4857
H -4.8770 -1.8646 0.5471
H -2.4863 -1.6846 1.2302
N 0.6763 -0.9884 -0.5195
C 1.3709 -2.1509 -1.0303
C 0.4897 -3.3942 -1.3539
C -0.9785 -3.2018 -1.7833
C -1.2357 -2.9604 -3.2874
N -0.7914 -1.7221 -3.9270
C -1.2404 -0.4868 -3.3769
N -0.5289 0.6344 -3.9099
N -2.6577 -0.3117 -3.3985
C 2.4414 -2.5968 0.0370
O 3.0294 -3.6649 -0.2143
O 2.5905 -1.8531 1.0402
H 0.1433 -1.2595 0.3091
H 0.0043 -0.6367 -1.1971
H 1.9333 -1.8611 -1.9265
H 0.4926 -4.0128 -0.4542
H 0.9971 -3.9851 -2.1229
H -1.4528 -2.4109 -1.1960
H -1.5031 -4.1348 -1.5488
H -2.3148 -3.0353 -3.4704
H -0.7740 -3.7798 -3.8449
H 0.2191 -1.6926 -3.9911
H 0.3523 0.7412 -3.4141
H -1.0647 1.4775 -3.7447
H -3.1137 -1.1667 -3.1067
H -2.9114 0.3979 -2.7182
C 4.6246 0.6280 0.4810
H 4.2287 -0.2348 -0.0330
H 5.4219 0.3508 1.1708
```

Orbital gap (alpha / beta): 3.92 / 3.90 eV
Spin multiplicity: 3
Charge: -2

[4]
# C25H50F6N5O10V

A molecular structure, C25H50F6N5O10V (wB97M-V/def2-TZVPD, the Open Molecules 2025 dataset).

```
97
C25H50F6N5O10V, DFT wB97M-V/def2-TZVPD
O 0.7633 1.0541 -0.3469
V 1.2120 0.3046 -1.6645
C 4.4610 0.7991 -1.2218
O 4.5302 1.0529 0.2349
O 3.1959 1.3488 -1.6847
C 5.8964 1.1252 -1.9262
F 6.3028 2.2929 -1.5829
F 6.7710 0.1745 -1.7461
F 5.7557 1.0564 -3.2344
C 5.4954 0.1690 0.8982
C 5.2396 0.1491 2.4233
H 4.5262 -0.6326 2.6843
H 6.1512 -0.2963 2.8216
H 4.9653 1.1313 2.8081
H 6.5267 0.5195 0.8591
H 5.4858 -0.8733 0.5792
H 4.3473 -0.2849 -1.2284
C -1.6791 -1.7051 -1.3361
O -1.4962 -3.0896 -1.6396
O -0.5921 -1.0452 -1.9234
C -3.2393 -1.2592 -1.6273
F -3.8524 -1.9219 -2.5635
F -4.0489 -1.2990 -0.6202
F -3.3803 0.0039 -2.1018
C -2.2102 -4.0948 -0.8456
C -1.6866 -5.4336 -1.3628
H -0.6314 -5.6996 -1.4251
H -2.1604 -6.3034 -0.9078
H -2.1155 -5.4175 -2.3647
H -3.2777 -3.9020 -0.7391
H -1.9871 -4.0526 0.2205
H -1.5817 -1.4401 -0.2833
C -2.8822 0.2970 4.7323
C -2.9195 -0.1520 3.2067
C -4.4244 -0.2927 2.7952
C -5.1220 0.9874 2.3196
C -4.2424 1.6302 1.3076
C -2.7411 1.9339 1.7026
N -2.1755 0.6689 2.1832
O -0.7506 0.7077 2.4380
C -2.0596 2.5620 0.4315
C -2.8303 3.1054 2.7007
C -2.4300 -1.6698 3.2867
H -1.8256 0.1515 4.9571
H -3.4411 -0.3427 5.4154
H -3.1340 1.3351 4.9491
H -4.3902 -0.8255 1.8449
H -5.1366 -0.6960 3.5151
H -5.3179 1.7671 3.0556
H -6.0790 0.7330 1.8640
H -4.7626 2.4104 0.7519
H -4.0836 0.9067 0.5079
H -2.6713 3.4165 0.1421
H -1.0128 2.8019 0.6181
H -2.2236 1.8360 -0.3648
H -3.5576 2.8988 3.4859
H -1.9698 3.2920 3.3432
H -3.1972 4.0114 2.2186
H -1.8769 -1.9014 2.3765
H -3.2157 -2.4108 3.4335
H -1.6086 -1.7934 3.9925
O 1.9449 -1.4025 -0.5701
C 2.1524 -2.2005 0.4083
N 3.2512 -2.8796 0.5541
C 1.0874 -2.3879 1.4671
H 3.5790 -3.5501 1.2345
H 3.9322 -2.6869 -0.1665
H 0.6084 -1.4372 1.7010
H 1.4919 -2.9294 2.3222
H 0.2906 -3.0298 1.0911
O 1.8641 -0.7857 -3.3419
C 1.8406 -1.7656 -4.0266
N 2.1346 -1.6531 -5.3060
C 1.5776 -3.1908 -3.3399
H 2.3837 -0.7083 -5.5616
H 2.1195 -2.3957 -5.9905
H 2.5606 -3.6488 -3.2301
H 0.9046 -3.8438 -3.8956
H 1.0593 -3.0064 -2.3989
O 1.9127 4.8663 0.4277
C 1.9715 3.9860 1.2628
N 2.6170 2.8640 0.9568
C 1.1505 4.0647 2.5309
H 3.2198 2.8414 0.1467
H 2.9456 2.2007 1.6439
H 0.9448 3.1633 3.1082
H 0.2032 4.5451 2.2859
H 1.7058 4.6810 3.2379
O 0.2193 1.7749 -2.9266
C -0.5416 2.1634 -3.7947
N -1.8122 1.9194 -3.5407
C -0.1569 2.6830 -5.1320
H -2.0080 1.2103 -2.8487
H -2.5418 2.3092 -4.1202
H 0.8296 2.3781 -5.4813
H -0.1878 3.7698 -5.2085
H -0.8590 2.2821 -5.8630
```

Orbital gap (alpha / beta): 7.79 / 3.38 eV
Spin multiplicity: 4
Charge: +1
ΔE to the lowest compared entry with this formula, charge and spin: 0.000 eV

The calculation returns the following max |F| values, one per record and in order: 6.5, 2.3, 1.7, 5.2 eV Å⁻¹.